{"formula": "C42H70Br2F9IN2O36S8", "method": "ωB97M-V/def2-TZVPD", "spin_multiplicity": 1, "e_lumo_ha": -0.0073, "total_energy_ev": -380692.2844, "homo_lumo_gap_ev": 9.391, "smiles": "CC[C@@H](Br)[C@]1(C(F)(F)C(F)(F)C(F)(F)C(F)(F)F)[C@](CON=O)(C[C@@H](C)I)C(=O)N[C@]1(Br)CCCCCCCCCCOC.O=S1(=O)OCCO1.O=S1(=O)OCCO1.O=S1(=O)OCCO1.O=S1(=O)OCCO1.O=S1(=O)OCCO1.O=S1(=O)OCCO1.O=S1(=O)OCCO1.O=S1(=O)OCCO1", "largest_force_ev_per_a": 1.69, "homo_energy_ev": -9.6, "species": ["C", "C", "C", "Br", "C", "C", "F", "F", "C", "F", "F", "C", "F", "F", "C", "F", "F", "F", "C", "C", "O", "N", "O", "C", "C", "C", "I", "C", "O", "N", "C", "Br", "C", "C", "C", "C", "C", "C", "C", "C", "C", "C", "O", "C", "H", "H", "H", "H", "H", "H", "H", "H", "H", "H", "H", "H", "H", "H", "H", "H", "H", "H", "H", "H", "H", "H", "H", "H", "H", "H", "H", "H", "H", "H", "H", "H", "H", "H", "H", "H", "H", "H", "O", "S", "O", "O", "C", "C", "O", "H", "H", "H", "H", "O", "S", "O", "O", "C", "C", "O", "H", "H", "H", "H", "O", "S", "O", "O", "C", "C", "O", "H", "H", "H", "H", "O", "S", "O", "O", "C", "C", "O", "H", "H", "H", "H", "O", "S", "O", "O", "C", "C", "O", "H", "H", "H", "H", "O", "S", "O", "O", "C", "C", "O", "H", "H", "H", "H", "O", "S", "O", "O", "C", "C", "O", "H", "H", "H", "H", "O", "S", "O", "O", "C", "C", "O", "H", "H", "H", "H"], "xyz": [[1.404, -3.777, 1.345], [1.228, -2.549, 0.419], [2.483, -1.676, 0.331], [3.975, -2.938, 0.017], [2.586, -0.429, -0.607], [2.611, -0.604, -2.177], [3.349, 0.427, -2.665], [1.370, -0.429, -2.700], [3.153, -1.817, -3.074], [3.181, -1.209, -4.308], [4.448, -2.118, -2.878], [2.246, -3.089, -3.371], [0.995, -2.929, -2.886], [2.090, -3.185, -4.709], [2.715, -4.539, -2.937], [4.023, -4.707, -2.868], [2.241, -5.406, -3.854], [2.121, -4.880, -1.790], [3.719, 0.472, 0.111], [4.224, 1.826, -0.498], [3.751, 2.938, 0.303], [4.827, 3.825, 0.587], [4.617, 4.425, 1.558], [4.992, -0.120, 0.787], [6.188, -0.606, -0.053], [6.353, -0.125, -1.493], [8.014, 0.010, 1.004], [2.897, 0.957, 1.354], [3.286, 1.069, 2.488], [1.553, 1.121, 0.996], [1.333, 0.559, -0.342], [1.244, 2.229, -1.502], [-0.123, -0.013, -0.339], [-1.305, 0.889, -0.671], [-1.801, 0.984, -2.127], [-2.927, 2.055, -2.143], [-4.351, 1.490, -2.178], [-4.767, 0.712, -0.912], [-4.920, -0.790, -1.189], [-5.400, -1.589, 0.030], [-6.388, -2.712, -0.330], [-5.962, -3.587, -1.496], [-4.764, -4.276, -1.160], [-4.770, -5.663, -1.424], [0.432, -4.004, 1.791], [1.711, -4.674, 0.818], [2.062, -3.558, 2.189], [0.857, -2.914, -0.535], [0.417, -2.019, 0.898], [2.677, -1.389, 1.362], [5.310, 1.882, -0.455], [3.941, 2.037, -1.520], [5.352, 0.702, 1.403], [4.763, -0.888, 1.527], [6.311, -1.681, -0.022], [5.426, 0.119, -2.005], [6.892, -0.843, -2.110], [6.962, 0.780, -1.522], [1.294, 2.103, 0.986], [-0.176, -0.885, -0.990], [-0.284, -0.345, 0.682], [-1.262, 1.873, -0.206], [-2.145, 0.405, -0.159], [-1.018, 1.326, -2.802], [-2.214, 0.026, -2.448], [-2.821, 2.696, -1.280], [-2.791, 2.689, -3.022], [-4.503, 0.879, -3.074], [-5.028, 2.343, -2.286], [-4.105, 0.904, -0.068], [-5.758, 1.064, -0.608], [-3.969, -1.192, -1.549], [-5.675, -0.878, -1.975], [-5.872, -0.942, 0.773], [-4.543, -2.064, 0.517], [-7.371, -2.271, -0.530], [-6.522, -3.382, 0.525], [-5.803, -3.014, -2.415], [-6.777, -4.288, -1.717], [-5.767, -6.102, -1.324], [-4.378, -5.876, -2.425], [-4.127, -6.143, -0.683], [-5.366, 2.374, 1.987], [-4.015, 2.560, 2.375], [-3.077, 1.494, 2.315], [-3.994, 3.213, 3.830], [-3.262, 4.451, 3.812], [-3.452, 4.977, 2.405], [-3.395, 3.803, 1.581], [-2.212, 4.232, 4.017], [-3.644, 5.127, 4.570], [-2.679, 5.670, 2.124], [-4.431, 5.443, 2.278], [-3.015, 6.264, 6.516], [-2.517, 5.440, 7.563], [-3.320, 5.096, 8.677], [-1.134, 6.056, 8.059], [-0.075, 5.093, 7.943], [-0.495, 4.222, 6.780], [-1.921, 4.097, 6.933], [-0.018, 4.527, 8.874], [0.867, 5.603, 7.764], [-0.033, 3.239, 6.795], [-0.291, 4.711, 5.825], [-4.145, 5.270, -1.912], [-2.852, 5.622, -1.453], [-1.779, 4.701, -1.417], [-2.982, 6.284, 0.003], [-2.405, 7.600, 0.010], [-2.588, 8.095, -1.410], [-2.343, 6.933, -2.216], [-1.347, 7.514, 0.269], [-2.912, 8.220, 0.745], [-1.886, 8.880, -1.676], [-3.608, 8.438, -1.591], [3.206, 0.685, 8.608], [3.649, 1.536, 7.562], [3.468, 2.943, 7.640], [3.052, 0.997, 6.186], [4.109, 0.723, 5.248], [5.287, 0.349, 6.121], [5.186, 1.241, 7.245], [4.304, 1.625, 4.672], [3.805, -0.071, 4.576], [6.243, 0.487, 5.623], [5.212, -0.677, 6.488], [-2.396, -9.825, -5.304], [-1.035, -9.605, -4.963], [-0.097, -10.667, -4.974], [-0.994, -8.859, -3.551], [-0.281, -7.618, -3.663], [-0.509, -7.181, -5.095], [-0.454, -8.407, -5.842], [0.775, -7.806, -3.463], [-0.667, -6.905, -2.940], [0.249, -6.491, -5.453], [-1.499, -6.739, -5.227], [0.261, 7.867, 6.203], [0.151, 9.280, 6.174], [-0.278, 9.958, 5.005], [1.536, 9.898, 6.680], [1.318, 10.758, 7.809], [0.095, 10.177, 8.488], [-0.746, 9.771, 7.399], [1.134, 11.770, 7.443], [2.198, 10.755, 8.447], [-0.429, 10.898, 9.108], [0.343, 9.295, 9.082], [8.935, 2.397, -5.961], [8.360, 1.319, -5.243], [8.193, 1.372, -3.836], [9.136, -0.023, -5.642], [8.219, -0.999, -6.157], [7.114, -0.177, -6.789], [6.950, 0.930, -5.893], [7.847, -1.599, -5.325], [8.729, -1.640, -6.871], [6.178, -0.721, -6.877], [7.408, 0.209, -7.768], [-8.361, -10.554, -6.969], [-7.819, -11.264, -5.867], [-8.592, -11.525, -4.707], [-6.441, -10.569, -5.453], [-5.364, -11.518, -5.499], [-5.783, -12.504, -6.568], [-7.198, -12.649, -6.376], [-5.283, -11.998, -4.522], [-4.430, -11.015, -5.733], [-5.295, -13.469, -6.468], [-5.609, -12.108, -7.570]], "forces_ev_per_angstrom": [[-0.50, 0.22, 0.11], [-0.15, -0.87, 0.48], [-0.53, -0.85, -0.23], [-0.14, -0.03, -0.36], [-0.20, 1.26, 0.65], [0.38, -0.11, -0.17], [0.08, -0.24, 0.13], [0.00, -0.30, 0.25], [0.40, 0.71, -1.43], [-0.20, -0.08, 0.30], [-0.40, -0.29, 0.63], [-0.41, -0.56, -0.25], [0.33, 0.05, 0.34], [0.35, 0.14, 0.17], [-0.68, -0.23, -0.07], [-0.09, 0.15, 0.14], [0.17, 0.11, 0.06], [0.47, 0.15, 0.09], [0.78, 0.21, 0.90], [0.00, 0.80, -0.70], [0.04, -0.22, 0.18], [0.18, -0.38, 0.31], [-0.18, 0.26, -0.22], [0.36, -0.34, -0.17], [0.48, 0.16, -0.21], [0.35, 0.49, -0.17], [-0.12, -0.20, 0.06], [-0.73, -0.45, 0.19], [0.20, 0.25, -0.52], [0.96, -0.37, -1.00], [-1.36, 0.72, 0.69], [0.31, -0.22, -0.19], [0.43, -0.15, -0.43], [-0.73, -0.65, -0.05], [-0.13, 1.04, 0.66], [-0.25, -0.74, -0.78], [0.04, 0.49, 0.39], [-0.52, -0.29, -0.55], [-0.14, 0.42, 0.59], [0.18, -0.58, -0.08], [0.06, 0.14, 0.09], [-0.19, 0.05, -0.10], [-0.22, -0.14, 0.14], [0.21, 0.05, 0.08], [0.01, 0.00, -0.10], [0.36, 0.05, 0.05], [0.17, -0.12, -0.13], [0.11, 0.24, -0.21], [0.13, 0.46, -0.22], [0.08, 0.37, -0.14], [-0.02, -0.24, 0.04], [-0.15, -0.25, 0.08], [-0.22, 0.13, -0.06], [-0.11, -0.01, -0.14], [-0.27, 0.04, 0.11], [-0.11, -0.22, 0.14], [-0.03, -0.13, 0.18], [-0.13, 0.04, -0.13], [-0.31, -0.08, 0.68], [-0.02, 0.01, 0.00], [0.10, 0.00, 0.01], [0.35, 0.03, -0.08], [0.12, 0.08, 0.18], [0.07, -0.36, -0.06], [0.27, -0.07, -0.12], [-0.05, 0.06, 0.13], [-0.04, 0.06, 0.06], [0.09, -0.09, 0.06], [0.05, -0.01, -0.06], [0.06, -0.03, -0.04], [0.10, 0.04, 0.16], [-0.14, -0.14, -0.20], [0.20, -0.06, -0.18], [0.05, 0.09, -0.06], [0.03, 0.18, 0.07], [0.05, -0.06, -0.21], [-0.01, 0.11, 0.05], [0.05, 0.07, 0.06], [0.14, -0.13, 0.06], [-0.03, 0.07, -0.05], [-0.10, -0.06, -0.02], [0.05, 0.02, -0.09], [-0.01, -0.16, 0.05], [0.05, 0.28, 0.12], [-0.04, -0.09, -0.12], [-0.13, 0.06, -0.17], [0.28, 0.05, -0.05], [-0.46, -0.02, 0.50], [0.21, -0.09, 0.10], [-0.01, 0.01, -0.01], [-0.14, -0.16, 0.07], [0.23, -0.08, -0.13], [0.02, 0.03, 0.01], [-0.17, 0.09, 0.10], [0.49, -0.15, -0.02], [-0.19, 0.05, -0.09], [-0.14, 0.05, -0.09], [0.16, -0.27, 0.21], [0.18, 0.19, -0.29], [-0.02, -0.01, 0.22], [0.00, -0.03, -0.03], [-0.12, 0.18, -0.04], [-0.19, -0.08, 0.06], [0.04, 0.02, 0.03], [0.04, -0.14, 0.07], [0.26, 0.38, 0.19], [0.16, -0.04, -0.18], [-0.28, 0.34, -0.45], [0.31, 0.06, 0.00], [-0.33, 0.12, 0.03], [0.08, 0.00, 0.15], [-0.01, 0.01, -0.01], [-0.12, -0.13, 0.01], [0.10, -0.13, -0.12], [0.01, 0.01, 0.04], [-0.12, 0.09, 0.05], [0.17, -0.19, -0.22], [-0.04, 0.06, 0.13], [0.04, -0.15, 0.16], [0.29, 0.23, -0.06], [-0.12, -0.38, 0.04], [-0.09, 0.22, -0.13], [-0.01, -0.02, -0.03], [-0.17, -0.01, 0.08], [0.03, 0.19, 0.13], [0.00, 0.01, -0.02], [-0.04, -0.14, 0.03], [0.08, 0.21, 0.06], [-0.06, -0.07, -0.10], [-0.17, 0.08, -0.17], [0.38, 0.10, 0.05], [-0.35, 0.20, 0.06], [0.18, -0.09, 0.14], [0.00, 0.02, -0.02], [-0.15, -0.13, 0.05], [0.09, -0.17, -0.13], [0.01, 0.01, 0.03], [0.13, -0.09, -0.19], [-0.02, 0.08, 0.20], [-0.07, -0.09, -0.05], [-0.07, -0.16, 0.12], [-0.12, 0.32, 0.01], [0.19, -0.25, 0.23], [0.05, 0.22, -0.15], [-0.02, 0.00, 0.02], [0.08, -0.15, -0.11], [-0.16, 0.01, -0.14], [0.02, 0.02, 0.01], [0.09, 0.02, 0.09], [-0.10, -0.12, -0.14], [-0.02, 0.10, 0.05], [-0.05, 0.12, -0.17], [-0.21, -0.21, 0.19], [0.15, 0.03, -0.34], [0.02, -0.16, 0.20], [-0.02, 0.00, -0.02], [0.16, 0.12, 0.01], [-0.08, 0.12, 0.16], [0.01, -0.04, 0.00], [-0.07, 0.07, 0.06], [0.20, -0.05, -0.01], [-0.11, -0.02, -0.05], [-0.04, -0.03, -0.24], [0.17, -0.27, 0.23], [0.13, 0.21, -0.30], [0.03, -0.01, 0.24], [-0.01, -0.01, -0.01], [-0.12, 0.21, 0.00], [-0.19, -0.09, 0.07], [0.03, 0.01, 0.02]]}